w.
The following is a quantum chemistry calculation of an isolated molecule of C10H19ClOSi, from the Open Molecules 2025 dataset.

Output
Frontier orbital gap in eV: 10.207
Molecular weight in u: 218.80

```
32
C10H19ClOSi, DFT the ωB97M-V functional and the def2-TZVPD basis
C 4.7056 2.2612 0.9588
C 3.7440 1.1881 1.0000
C 2.9867 0.2570 0.9983
C 1.9456 -0.7301 1.0462
Cl 1.7625 -1.3819 2.6889
O 0.6669 -0.0388 0.6470
Si -0.8094 -0.7378 0.4494
C -0.6624 -2.6148 0.1428
C -1.8758 -0.4492 2.0009
C -1.4499 0.2038 -1.0996
C -2.9114 -0.1396 -1.3781
C -1.3253 1.7115 -0.8734
C -0.6143 -0.1758 -2.3248
H 5.2730 2.2885 1.8877
H 5.3916 2.1191 0.1253
H 4.1837 3.2091 0.8344
H 2.0997 -1.5730 0.3732
H -1.6124 -3.0540 -0.1401
H 0.0505 -2.8412 -0.6453
H -0.3289 -3.1228 1.0430
H -1.4657 -0.9701 2.8606
H -1.9237 0.6058 2.2535
H -2.8915 -0.8027 1.8566
H -3.0346 -1.2071 -1.5457
H -3.5430 0.1510 -0.5421
H -3.2614 0.3852 -2.2669
H -1.6412 2.2604 -1.7604
H -0.2940 1.9734 -0.6531
H -1.9440 2.0284 -0.0374
H 0.4438 -0.0110 -2.1324
H -0.7621 -1.2220 -2.5830
H -0.9021 0.4295 -3.1844
```

x.
The following is a quantum chemistry calculation of a cluster of 2 separate species, C10H19ClOSi in total, from the Open Molecules 2025 dataset.

Output
Frontier orbital gap in eV: 10.069
Molecular weight in u: 218.80

```
32
C10H19ClOSi, DFT the ωB97M-V functional and the def2-TZVPD basis
C 0.6009 3.3396 -1.6531
C 0.9004 1.9027 -1.3875
C 1.8455 1.7591 -0.1892
C 1.0857 1.6220 1.2456
C -0.0583 0.7030 1.1963
C -0.7563 -0.2525 0.9446
C -1.6506 -1.3907 0.8982
C -2.9620 -1.3937 0.0384
O -3.3185 -0.7278 -0.8858
Si -0.6807 -2.8447 0.1864
C 0.4708 -3.4946 1.6206
C 0.4118 -2.1143 -1.2770
H 0.1293 3.9434 -0.8554
H 1.5278 3.7127 -2.0260
H -0.1007 3.3215 -2.5096
H 0.0135 1.4067 -1.0424
H 1.1936 1.4101 -2.2340
H 2.3648 0.7404 -0.2497
H 2.5529 2.4984 0.0126
H 1.8323 1.3387 1.9259
H 0.7559 2.6903 1.3752
H -2.0250 -1.6886 1.9320
H -3.6092 -2.2180 0.5488
H -1.5161 -3.7898 -0.4740
H 1.4170 -3.9151 1.1835
H 0.8809 -2.6877 2.2697
H 0.1113 -4.2639 2.2031
H 1.3077 -2.8001 -1.4538
H -0.0821 -1.9710 -2.2079
H 0.7786 -1.1455 -1.0293
Cl -2.1497 3.6408 0.9558
H -1.2716 2.6688 0.9380
```

Stability, lowest: x

w.
The following is a quantum chemistry calculation of a cluster of 2 separate species, CH2O2S in total, from the Open Molecules 2025 dataset.

Output
Frontier orbital gap in eV: 11.263
Molecular weight in u: 78.09

```
6
CH2O2S, DFT the ωB97M-V functional and the def2-TZVPD basis
O -2.4902 -0.6929 1.6041
C -3.0858 -0.1635 0.7693
S -3.9707 0.5706 -0.2295
O -0.0417 -0.3578 0.1598
H -0.1470 -0.4838 -0.7667
H 0.0984 -1.2877 0.5492
```

x.
The following is a quantum chemistry calculation of an isolated molecule of CH2O2S, from the Open Molecules 2025 dataset.

Output
Frontier orbital gap in eV: 8.416
Molecular weight in u: 78.09

```
6
CH2O2S, DFT the ωB97M-V functional and the def2-TZVPD basis
O -1.3482 0.4892 0.5367
C -0.3201 0.0997 -0.2835
O -0.3536 0.8449 -1.3316
S 0.9836 -0.7977 0.5145
H -0.8648 0.4581 1.6320
H 0.6616 1.0342 -1.8042
```

Stability, lowest: x

w.
The following is a quantum chemistry calculation of an isolated molecule of CH2O2S, from the Open Molecules 2025 dataset.

Output
Frontier orbital gap in eV: 10.770
Molecular weight in u: 78.09

```
6
CH2O2S, DFT the ωB97M-V functional and the def2-TZVPD basis
O 0.9458 -1.1792 0.5927
C 0.4052 -0.2116 0.1233
O 1.2591 0.7540 -0.6986
S -1.4130 -0.1036 -0.2109
H 0.6727 1.6687 -0.6013
H -1.8698 -0.9283 0.7949
```

x.
The following is a quantum chemistry calculation of a cluster of 2 separate species, CH2O2S in total, from the Open Molecules 2025 dataset.

Output
Frontier orbital gap in eV: 9.693
Molecular weight in u: 78.09

```
6
CH2O2S, DFT the ωB97M-V functional and the def2-TZVPD basis
C -1.1204 0.2531 -1.5927
O -1.3715 -0.4309 -2.4519
O 1.2928 -0.5158 0.9272
S 0.0126 0.1881 1.7215
H -0.7776 0.3486 0.6422
H 1.9640 0.1570 0.7537
```

y.
The following is a quantum chemistry calculation of an isolated molecule of CH2O2S, from the Open Molecules 2025 dataset.

Output
Frontier orbital gap in eV: 9.195
Molecular weight in u: 78.09

```
6
CH2O2S, DFT the ωB97M-V functional and the def2-TZVPD basis
C -0.7185 0.1100 0.3872
O 1.8520 -0.5223 0.2591
O -1.4041 -0.3297 -0.4768
S 0.9802 0.5416 -0.2496
H -0.9805 0.1851 1.4461
H 0.2710 0.0153 -1.3660
```

Stability, lowest: y

w.
The following is a quantum chemistry calculation of a structure of composition C19H48HgO21S6, from the Open Molecules 2025 dataset.

Output
Frontier orbital gap in eV: 3.918
Molecular weight in u: 1005.56

```
95
C19H48HgO21S6, DFT the ωB97M-V functional and the def2-TZVPD basis
Hg -1.3871 -0.6110 -4.9656
C -0.2358 -2.2474 -0.6472
O 0.0276 -1.1077 -1.1044
O -0.7310 -2.8329 -1.5958
O 0.0242 -2.6961 0.4358
O -9.1176 -2.1313 3.1440
S -8.2628 -2.4259 4.2554
O -7.8351 -1.3359 5.1271
O -8.8567 -3.5451 5.2499
C -9.4827 -4.6485 4.6900
C -8.9308 -5.9480 5.1632
C -6.6620 -3.3087 3.7333
H -9.5304 -4.6861 3.6017
H -10.5592 -4.7667 4.8138
H -9.0184 -6.8155 4.5091
H -9.5315 -6.2697 6.0140
H -7.8580 -5.8332 5.3183
H -5.9421 -2.5554 3.4133
H -6.7834 -4.0403 2.9345
H -6.2243 -3.8163 4.5929
O 4.4129 -1.6629 -5.3261
S 5.7481 -1.7283 -5.8792
O 6.1713 -0.7358 -6.9050
O 6.7966 -1.7358 -4.5053
C 6.4464 -2.4489 -3.3951
C 7.7521 -2.5262 -2.5627
C 6.0430 -3.3807 -6.4564
H 6.1331 -3.4541 -3.6771
H 5.6566 -2.0033 -2.7902
H 7.5700 -3.2052 -1.7296
H 7.9634 -1.5100 -2.2299
H 8.5491 -2.9627 -3.1646
H 5.5236 -3.3676 -7.4146
H 5.6979 -4.1341 -5.7483
H 7.1221 -3.5123 -6.5360
O 4.6644 3.5639 5.3695
S 3.4907 2.8752 5.8519
O 3.4411 2.2002 7.0964
O 2.3472 4.0291 5.8624
C 2.2515 4.8335 4.6560
C 1.3577 5.9143 5.2027
C 2.7437 1.7111 4.5724
H 1.8299 4.1836 3.8893
H 3.1707 5.3206 4.3304
H 1.4523 6.8390 4.6335
H 1.7318 6.2475 6.1708
H 0.2893 5.7731 5.3661
H 2.8355 2.0649 3.5456
H 1.7397 1.4159 4.8775
H 3.3093 0.7848 4.6734
O 1.4882 -9.3845 5.0633
S 1.7489 -10.1265 3.8389
O 2.6457 -11.2654 3.9348
O 0.2346 -10.6323 3.2593
C -0.5973 -9.5883 2.8625
C -1.9631 -9.9903 3.3602
C 2.3718 -8.8757 2.5574
H -0.4119 -9.4515 1.7972
H -0.4223 -8.6588 3.4042
H -2.1247 -9.8537 4.4295
H -2.3612 -10.9543 3.0437
H -2.5393 -9.2658 2.7847
H 3.3709 -8.6450 2.9270
H 1.8491 -7.9242 2.6558
H 2.1693 -9.2518 1.5546
O 2.0873 7.1801 -3.6986
S 2.6569 6.2371 -4.6436
O 1.8828 5.1944 -5.2770
O 3.4285 7.1615 -5.8108
C 4.2261 6.6922 -6.9194
C 5.1017 7.8623 -7.4103
C 4.1516 5.7114 -3.7766
H 3.5974 6.2995 -7.7186
H 4.8126 5.8286 -6.6058
H 5.5267 7.6749 -8.3964
H 5.9444 7.9097 -6.7206
H 4.6662 8.8559 -7.3041
H 5.0356 5.9230 -4.3780
H 4.0002 4.6388 -3.6553
H 4.1902 6.2853 -2.8508
O -6.3377 5.1675 -1.4491
S -5.0145 4.8965 -1.8394
O -4.4854 3.7147 -2.5869
O -4.4404 6.2016 -2.7225
C -4.8063 7.5677 -2.3682
C -6.0110 8.0241 -3.2568
C -3.9906 5.1585 -0.2912
H -3.9681 8.1977 -2.6658
H -4.9564 7.6860 -1.2951
H -6.9016 7.4733 -2.9542
H -5.7760 7.7554 -4.2866
H -6.1737 9.0961 -3.1458
H -3.8248 6.1762 0.0622
H -2.9813 4.8403 -0.5521
H -4.4434 4.6905 0.5829
```

x.
The following is a quantum chemistry calculation of a structure of composition C19H48HgO21S6, from the Open Molecules 2025 dataset.

Output
Frontier orbital gap in eV: 6.769
Molecular weight in u: 1005.56

```
95
C19H48HgO21S6, DFT the ωB97M-V functional and the def2-TZVPD basis
Hg 0.3246 -0.6580 -0.6885
C 2.1192 -2.1866 -2.0726
O 0.8316 -2.2037 -2.3226
O 2.9363 -2.9178 -2.6365
O 2.4967 -1.2928 -1.1661
O -0.4494 0.5648 -2.5920
S -0.0227 0.6674 -3.9531
O -0.6427 -0.1690 -4.9312
O -0.1685 2.1565 -4.4609
C -1.4651 2.7150 -4.6946
C -2.3433 2.7568 -3.4726
C 1.7370 0.6057 -4.0298
H -1.9286 2.1152 -5.4925
H -1.3918 3.6813 -5.1912
H -2.5484 1.7696 -3.0761
H -3.2592 3.3009 -3.7237
H -1.8839 3.4200 -2.7344
H 2.1267 1.5454 -3.6608
H 1.9773 0.4241 -5.0750
H 2.0131 -0.2826 -3.4607
O 0.1167 -2.5635 0.7130
S 0.4374 -3.8620 1.2045
O 0.1995 -4.1984 2.5664
O -0.3937 -4.8045 0.2797
C -0.4434 -6.2196 0.5197
C -0.9146 -6.6439 1.9043
C 2.0842 -4.2471 0.7322
H 0.5695 -6.5984 0.3501
H -1.1072 -6.6417 -0.2275
H -1.3443 -7.6424 1.8254
H -1.6748 -5.9604 2.2844
H -0.1292 -6.6376 2.6568
H 2.3903 -5.2622 0.9595
H 2.7116 -3.4871 1.1881
H 2.1330 -4.0900 -0.3510
O -1.2553 0.9485 0.1808
S -2.2549 1.4966 1.0319
O -3.4942 0.8169 1.1793
O -1.5733 1.6618 2.4536
C -2.4792 1.6734 3.5907
C -1.7281 2.1366 4.8054
C -2.5603 3.1715 0.5679
H -2.8643 0.6669 3.7335
H -3.3098 2.3503 3.3849
H -1.5396 3.2159 4.8162
H -0.7533 1.6647 4.9261
H -2.3347 1.9914 5.7005
H -2.5441 3.1878 -0.5237
H -1.7226 3.7705 0.9136
H -3.5449 3.4811 0.9000
O -1.9608 -1.6295 -1.0590
S -2.6413 -2.6903 -1.7358
O -3.1369 -3.7985 -1.0018
O -3.9152 -2.0609 -2.4503
C -3.7224 -0.8391 -3.1733
C -4.5553 -0.8375 -4.4524
C -1.6967 -3.2588 -3.1327
H -2.6763 -0.6902 -3.4581
H -3.9124 0.0159 -2.5210
H -5.4696 -0.2620 -4.3110
H -4.7801 -1.8499 -4.7794
H -3.9943 -0.3583 -5.2560
H -1.2192 -2.3773 -3.5483
H -2.4385 -3.6926 -3.7989
H -0.9875 -3.9888 -2.7612
O 2.5229 -1.7053 2.8569
S 2.5317 -0.4635 2.1587
O 1.3656 -0.0405 1.4579
O 2.8151 0.6889 3.2224
C 3.5278 0.3270 4.4221
C 3.7376 1.5865 5.2256
C 3.9272 -0.3014 1.1096
H 4.4573 -0.1954 4.1803
H 2.9292 -0.4011 4.9714
H 3.9555 2.3885 4.5125
H 4.5912 1.5139 5.8919
H 2.8096 1.8700 5.7180
H 3.8332 -1.0623 0.3302
H 4.7963 -0.4473 1.7515
H 3.9067 0.7057 0.7055
O 1.7030 1.7509 -0.6022
S 1.3958 3.1425 -0.6760
O 0.6084 3.6555 -1.7474
O 0.6533 3.5853 0.6497
C 1.1857 3.0912 1.9108
C 0.8731 4.1214 2.9755
C 2.8850 4.0983 -0.5777
H 2.2602 2.9250 1.8419
H 0.7109 2.1428 2.1480
H 1.5588 3.9486 3.8095
H -0.1284 4.0012 3.3855
H 1.0299 5.1324 2.6046
H 3.5763 3.6228 0.1152
H 2.6068 5.0735 -0.1861
H 3.3456 4.1758 -1.5575
```

Stability, lowest: w